15 unconnected molecules or ions with the total composition C90H187F15N9O17S4 in a non-equilibrium geometry, computed with ωB97M-V with the def2-TZVPD basis set.

Each atom is followed by the atoms it is bonded to, with distances in Å.
Positions of all 322 atoms, in Å:
1 C -4.826 -5.597 -4.681  C2 1.547, H11 1.096, H12 1.090, H13 1.088
2 C -4.464 -4.464 -5.670  C1 1.547, C3 1.542, H14 1.096, H15 1.109
3 C -4.245 -5.085 -7.064  C2 1.542, N4 1.517, H16 1.105, H17 1.095
4 N -3.962 -4.080 -8.165  C3 1.517, C5 1.569, C9 1.541, C10 1.466
5 C -3.379 -4.917 -9.357  N4 1.569, C6 1.529, H18 1.088, H19 1.083
6 C -2.021 -5.551 -9.054  C5 1.529, C7 1.545, H20 1.093, H21 1.106
7 C -0.963 -4.500 -8.649  C6 1.545, C8 1.515, H22 1.083, H23 1.093
8 C -1.533 -3.692 -7.501  C7 1.515, C9 1.482, H24 1.118, H25 1.091
9 C -2.860 -3.083 -7.759  N4 1.541, C8 1.482, H26 1.097, H27 1.093
10 C -5.208 -3.445 -8.604  N4 1.466, H28 1.078, H29 1.086, H30 1.063
11 H -5.188 -5.219 -3.719  C1 1.096
12 H -3.983 -6.280 -4.590  C1 1.090
13 H -5.640 -6.201 -5.076  C1 1.088
14 H -3.587 -3.895 -5.342  C2 1.096
15 H -5.263 -3.700 -5.755  C2 1.109
16 H -5.175 -5.601 -7.361  C3 1.105
17 H -3.485 -5.872 -7.090  C3 1.095
18 H -3.988 -5.765 -9.663  C5 1.088
19 H -3.327 -4.249 -10.208  C5 1.083
20 H -2.227 -6.266 -8.253  C6 1.093
21 H -1.751 -6.182 -9.921  C6 1.106
22 H -0.081 -5.063 -8.369  C7 1.083
23 H -0.649 -3.836 -9.458  C7 1.093
24 H -1.652 -4.437 -6.677  C8 1.118
25 H -0.922 -2.883 -7.098  C8 1.091
26 H -3.277 -2.567 -6.885  C9 1.097
27 H -2.818 -2.316 -8.536  C9 1.093
28 H -5.073 -2.680 -9.351  C10 1.078
29 H -5.632 -2.959 -7.730  C10 1.086
30 H -5.863 -4.213 -8.935  C10 1.063
31 C 11.912 5.737 2.736  C32 1.514, H41 1.089, H42 1.088, H43 1.101
32 C 10.564 5.099 2.996  C31 1.514, C33 1.514, H44 1.094, H45 1.087
33 C 10.163 4.320 1.760  C32 1.514, N34 1.506, H46 1.083, H47 1.089
34 N 8.856 3.585 1.898  C33 1.506, C35 1.548, C39 1.533, C40 1.501
35 C 7.734 4.532 2.390  N34 1.548, C36 1.529, H48 1.089, H49 1.107
36 C 6.346 3.894 2.340  C35 1.529, C37 1.567, H50 1.090, H51 1.086
37 C 6.105 3.393 0.874  C36 1.567, C38 1.541, H52 1.089, H53 1.107
38 C 7.127 2.352 0.377  C37 1.541, C39 1.542, H54 1.074, H55 1.086
39 C 8.519 2.999 0.523  N34 1.533, C38 1.542, H56 1.117, H57 1.088
40 C 9.030 2.435 2.846  N34 1.501, H58 1.087, H59 1.103, H60 1.119
41 H 12.600 4.971 2.384  C31 1.089
42 H 12.391 6.199 3.597  C31 1.088
43 H 11.829 6.501 1.947  C31 1.101
44 H 9.773 5.847 3.113  C32 1.094
45 H 10.634 4.430 3.850  C32 1.087
46 H 10.933 3.616 1.472  C33 1.083
47 H 10.031 5.005 0.924  C33 1.089
48 H 7.820 5.471 1.845  C35 1.089
49 H 8.000 4.808 3.428  C35 1.107
50 H 5.541 4.590 2.576  C36 1.090
51 H 6.298 3.081 3.058  C36 1.086
52 H 6.067 4.253 0.208  C37 1.089
53 H 5.072 2.995 0.829  C37 1.107
54 H 6.962 2.115 -0.658  C38 1.074
55 H 6.955 1.405 0.882  C38 1.086
56 H 8.507 3.893 -0.147  C39 1.117
57 H 9.410 2.418 0.294  C39 1.088
58 H 9.059 2.774 3.878  C40 1.087
59 H 9.992 1.976 2.563  C40 1.103
60 H 8.187 1.702 2.765  C40 1.119
61 C -5.162 7.737 -4.969  C62 1.495, H71 1.082, H72 1.088, H73 1.090
62 C -5.020 6.251 -5.048  C61 1.495, C63 1.501, H74 1.088, H75 1.095
63 C -3.795 5.958 -4.232  C62 1.501, N64 1.543, H76 1.086, H77 1.092
64 N -3.496 4.466 -3.978  C63 1.543, C65 1.549, C69 1.535, C70 1.566
65 C -3.081 3.670 -5.240  N64 1.549, C66 1.512, H78 1.077, H79 1.090
66 C -2.683 2.258 -4.875  C65 1.512, C67 1.527, H80 1.071, H81 1.093
67 C -1.540 2.238 -3.863  C66 1.527, C68 1.530, H82 1.082, H83 1.093
68 C -1.919 2.999 -2.591  C67 1.530, C69 1.496, H84 1.084, H85 1.089
69 C -2.282 4.378 -3.041  N64 1.535, C68 1.496, H86 1.084, H87 1.090
70 C -4.785 3.903 -3.290  N64 1.566, H88 1.079, H89 1.086, H90 1.069
71 H -4.413 8.361 -5.440  C61 1.082
72 H -5.344 8.090 -3.956  C61 1.088
73 H -6.066 7.987 -5.524  C61 1.090
74 H -4.911 5.966 -6.093  C62 1.088
75 H -5.961 5.823 -4.689  C62 1.095
76 H -3.939 6.492 -3.298  C63 1.086
77 H -2.880 6.337 -4.693  C63 1.092
78 H -2.216 4.190 -5.617  C65 1.077
79 H -3.930 3.656 -5.923  C65 1.090
80 H -2.455 1.703 -5.762  C66 1.071
81 H -3.559 1.751 -4.464  C66 1.093
82 H -0.642 2.680 -4.274  C67 1.082
83 H -1.252 1.210 -3.628  C67 1.093
84 H -1.081 3.089 -1.909  C68 1.084
85 H -2.766 2.527 -2.097  C68 1.089
86 H -1.437 4.810 -3.566  C69 1.084
87 H -2.582 5.027 -2.218  C69 1.090
88 H -5.037 4.665 -2.569  C70 1.079
89 H -4.661 2.944 -2.794  C70 1.086
90 H -5.544 3.815 -4.037  C70 1.069
91 C -4.345 4.549 7.151  C92 1.541, H101 1.088, H102 1.083, H103 1.096
92 C -3.765 3.737 5.977  C91 1.541, C93 1.462, H104 1.079, H105 1.063
93 C -4.444 4.285 4.804  C92 1.462, N94 1.575, H106 1.083, H107 1.086
94 N -4.042 3.597 3.445  C93 1.575, C95 1.532, C99 1.535, C100 1.521
95 C -4.895 4.152 2.301  N94 1.532, C96 1.500, H108 1.091, H109 1.085
96 C -4.704 3.462 0.983  C95 1.500, C97 1.536, H110 1.088, H111 1.087
97 C -4.837 1.940 1.143  C96 1.536, C98 1.536, H112 1.105, H113 1.100
98 C -3.858 1.369 2.179  C97 1.536, C99 1.497, H114 1.105, H115 1.082
99 C -4.102 2.064 3.482  N94 1.535, C98 1.497, H116 1.097, H117 1.082
100 C -2.579 3.949 3.220  N94 1.521, H118 1.094, H119 1.093, H120 1.080
101 H -5.276 4.232 7.615  C91 1.088
102 H -4.459 5.608 6.955  C91 1.083
103 H -3.711 4.442 8.039  C91 1.096
104 H -3.956 2.685 6.124  C92 1.079
105 H -2.720 3.918 6.038  C92 1.063
106 H -4.155 5.320 4.672  C93 1.083
107 H -5.520 4.159 4.868  C93 1.086
108 H -5.931 4.070 2.634  C95 1.091
109 H -4.582 5.182 2.163  C95 1.085
110 H -5.543 3.663 0.320  C96 1.088
111 H -3.792 3.843 0.533  C96 1.087
112 H -5.861 1.756 1.514  C97 1.105
113 H -4.855 1.534 0.121  C97 1.100
114 H -3.883 0.265 2.231  C98 1.105
115 H -2.867 1.570 1.795  C98 1.082
116 H -5.156 1.895 3.738  C99 1.097
117 H -3.394 1.671 4.199  C99 1.082
118 H -2.279 3.484 2.277  C100 1.094
119 H -2.064 3.518 4.083  C100 1.093
120 H -2.564 5.029 3.186  C100 1.080
121 C 4.326 5.938 6.515  C122 1.475, H131 1.079, H132 1.079, H133 1.095
122 C 3.339 4.983 5.977  C121 1.475, C123 1.504, H134 1.082, H135 1.089
123 C 3.731 3.534 6.053  C122 1.504, N124 1.555, H136 1.100, H137 1.077
124 N 2.571 2.519 5.849  C123 1.555, C125 1.570, C129 1.542, C130 1.480
125 C 3.169 1.072 5.969  N124 1.570, C126 1.519, H138 1.107, H139 1.091
126 C 4.140 0.764 4.843  C125 1.519, C127 1.525, H140 1.103, H141 1.087
127 C 3.616 1.105 3.452  C126 1.525, C128 1.559, H142 1.096, H143 1.085
128 C 3.084 2.568 3.368  C127 1.559, C129 1.483, H144 1.072, H145 1.098
129 C 2.047 2.739 4.416  N124 1.542, C128 1.483, H146 1.097, H147 1.111
130 C 1.448 2.622 6.807  N124 1.480, H148 1.079, H149 1.095, H150 1.068
131 H 4.021 6.959 6.344  C121 1.079
132 H 5.278 5.909 6.009  C121 1.079
133 H 4.508 5.920 7.595  C121 1.095
134 H 3.130 5.189 4.935  C122 1.082
135 H 2.435 5.118 6.568  C122 1.089
136 H 4.093 3.314 7.068  C123 1.100
137 H 4.481 3.254 5.332  C123 1.077
138 H 3.756 1.067 6.907  C125 1.107
139 H 2.381 0.328 6.104  C125 1.091
140 H 5.012 1.383 5.113  C126 1.103
141 H 4.415 -0.288 4.858  C126 1.087
142 H 4.382 0.915 2.690  C127 1.096
143 H 2.761 0.469 3.252  C127 1.085
144 H 3.853 3.313 3.412  C128 1.072
145 H 2.604 2.608 2.382  C128 1.098
146 H 1.444 3.655 4.413  C129 1.097
147 H 1.313 1.940 4.177  C129 1.111
148 H 0.987 3.597 6.807  C130 1.079
149 H 1.801 2.433 7.826  C130 1.095
150 H 0.672 1.970 6.473  C130 1.068
151 C -0.277 -5.034 6.471  C152 1.475, H161 1.065, H162 1.121, H163 1.089
152 C 0.502 -4.223 5.516  C151 1.475, C153 1.531, H164 1.076, H165 1.067
153 C 1.858 -4.897 5.290  C152 1.531, N154 1.526, H166 1.100, H167 1.071
154 N 2.771 -4.134 4.335  C153 1.526, C155 1.512, C159 1.503, C160 1.454
155 C 3.002 -2.717 4.811  N154 1.512, C156 1.515, H168 1.072, H169 1.043
156 C 3.770 -2.686 6.116  C155 1.515, C157 1.554, H170 1.082, H171 1.087
157 C 5.133 -3.426 6.018  C156 1.554, C158 1.506, H172 1.100, H173 1.066
158 C 4.943 -4.855 5.579  C157 1.506, C159 1.556, H174 1.122, H175 1.086
159 C 4.078 -4.876 4.287  N154 1.503, C158 1.556, H176 1.078, H177 1.094
160 C 2.178 -4.182 3.008  N154 1.454, H178 1.111, H179 1.094, H180 1.085
161 H -1.125 -4.520 6.860  C151 1.065
162 H 0.318 -5.348 7.368  C151 1.121
163 H -0.622 -6.021 6.166  C151 1.089
164 H 0.721 -3.265 5.953  C152 1.076
165 H 0.013 -4.215 4.569  C152 1.067
166 H 1.732 -5.936 4.952  C153 1.100
167 H 2.479 -5.003 6.157  C153 1.071
168 H 2.025 -2.286 4.904  C155 1.072
169 H 3.553 -2.194 4.097  C155 1.043
170 H 3.219 -3.185 6.902  C156 1.082
171 H 3.872 -1.656 6.449  C156 1.087
172 H 5.594 -3.278 7.006  C157 1.100
173 H 5.726 -2.909 5.298  C157 1.066
174 H 4.481 -5.430 6.425  C158 1.122
175 H 5.833 -5.385 5.254  C158 1.086
176 H 3.915 -5.892 3.963  C159 1.078
177 H 4.604 -4.406 3.451  C159 1.094
178 H 1.904 -5.232 2.770  C160 1.111
179 H 2.762 -3.718 2.209  C160 1.094
180 H 1.247 -3.625 3.032  C160 1.085
181 C -6.740 -8.586 3.441  C182 1.546, H191 1.112, H192 1.090, H193 1.078
182 C -6.093 -7.610 2.432  C181 1.546, C183 1.560, H194 1.075, H195 1.076
183 C -7.215 -7.232 1.416  C182 1.560, N184 1.501, H196 1.102, H197 1.096
184 N -6.716 -6.346 0.312  C183 1.501, C185 1.517, C189 1.582, C190 1.508
185 C -7.943 -6.064 -0.534  N184 1.517, C186 1.527, H198 1.093, H199 1.074
186 C -7.645 -5.120 -1.697  C185 1.527, C187 1.539, H200 1.086, H201 1.091
187 C -7.125 -3.781 -1.144  C186 1.539, C188 1.531, H202 1.118, H203 1.076
188 C -5.851 -4.031 -0.332  C187 1.531, C189 1.559, H204 1.086, H205 1.086
189 C -6.125 -4.988 0.869  N184 1.582, C188 1.559, H206 1.091, H207 1.084
190 C -5.707 -7.160 -0.457  N184 1.508, H208 1.085, H209 1.080, H210 1.074
191 H -5.990 -9.134 4.052  C181 1.112
192 H -7.348 -9.331 2.928  C181 1.090
193 H -7.422 -8.092 4.114  C181 1.078
194 H -5.205 -8.062 2.027  C182 1.075
195 H -5.905 -6.686 2.951  C182 1.076
196 H -8.062 -6.754 1.934  C183 1.102
197 H -7.644 -8.114 0.928  C183 1.096
198 H -8.670 -5.614 0.147  C185 1.093
199 H -8.293 -6.963 -1.006  C185 1.074
200 H -8.514 -4.922 -2.317  C186 1.086
201 H -6.893 -5.561 -2.352  C186 1.091
202 H -7.903 -3.362 -0.458  C187 1.118
203 H -6.945 -3.149 -1.996  C187 1.076
204 H -5.475 -3.129 0.142  C188 1.086
205 H -5.150 -4.488 -1.025  C188 1.086
206 H -6.918 -4.580 1.498  C189 1.091
207 H -5.141 -5.097 1.310  C189 1.084
208 H -6.236 -8.051 -0.780  C190 1.085
209 H -4.842 -7.323 0.169  C190 1.080
210 H -5.436 -6.500 -1.260  C190 1.074
211 C 2.355 0.362 0.033  C212 1.531, H221 1.093, H222 1.084, H223 1.082
212 C 1.032 -0.115 -0.574  C211 1.531, C213 1.552, H224 1.102, H225 1.097
213 C 0.393 -1.206 0.327  C212 1.552, N214 1.524, H226 1.096, H227 1.100
214 N -0.949 -1.697 -0.204  C213 1.524, C215 1.563, C219 1.552, C220 1.493
215 C -0.630 -2.610 -1.432  N214 1.563, C216 1.546, H228 1.057, H229 1.077
216 C -1.938 -3.038 -2.135  C215 1.546, C217 1.572, H230 1.109, H231 1.089
217 C -2.810 -1.777 -2.483  C216 1.572, C218 1.532, H232 1.124, H233 1.093
218 C -3.053 -0.858 -1.281  C217 1.532, C219 1.502, H234 1.087, H235 1.112
219 C -1.705 -0.458 -0.752  N214 1.552, C218 1.502, H236 1.058, H237 1.092
220 C -1.678 -2.384 0.904  N214 1.493, H238 1.089, H239 1.077, H240 1.096
221 H 2.314 0.381 1.125  C211 1.093
222 H 2.595 1.401 -0.166  C211 1.084
223 H 3.195 -0.267 -0.228  C211 1.082
224 H 1.228 -0.515 -1.582  C212 1.102
225 H 0.334 0.729 -0.637  C212 1.097
226 H 0.137 -0.849 1.331  C213 1.096
227 H 1.062 -2.075 0.413  C213 1.100
228 H -0.080 -2.093 -2.171  C215 1.057
229 H -0.192 -3.528 -1.077  C215 1.077
230 H -1.624 -3.674 -2.987  C216 1.109
231 H -2.432 -3.644 -1.378  C216 1.089
232 H -2.301 -1.205 -3.307  C217 1.124
233 H -3.739 -2.136 -2.932  C217 1.093
234 H -3.572 0.048 -1.584  C218 1.087
235 H -3.691 -1.445 -0.584  C218 1.112
236 H -1.055 -0.138 -1.523  C219 1.058
237 H -1.715 0.280 0.054  C219 1.092
238 H -1.002 -3.165 1.250  C220 1.089
239 H -2.617 -2.790 0.569  C220 1.077
240 H -1.884 -1.623 1.665  C220 1.096
241 C 4.578 0.605 -2.880  C242 1.484, H251 1.091, H252 1.103, H253 1.109
242 C 4.670 2.000 -3.378  C241 1.484, C243 1.535, H254 1.084, H255 1.090
243 C 3.313 2.648 -3.072  C242 1.535, N244 1.485, H256 1.094, H257 1.096
244 N 3.234 4.091 -3.413  C243 1.485, C245 1.531, C249 1.544, C250 1.594
245 C 3.669 4.445 -4.838  N244 1.531, C246 1.513, H258 1.082, H259 1.108
246 C 3.661 5.917 -5.189  C245 1.513, C247 1.547, H260 1.094, H261 1.098
247 C 4.470 6.684 -4.116  C246 1.547, C248 1.529, H262 1.111, H263 1.083
248 C 4.076 6.432 -2.660  C247 1.529, C249 1.530, H264 1.098, H265 1.091
249 C 4.027 4.927 -2.386  N244 1.544, C248 1.530, H266 1.090, H267 1.102
250 C 1.705 4.480 -3.187  N244 1.594, H268 1.084, H269 1.086, H270 1.085
251 H 5.513 0.098 -2.634  C241 1.091
252 H 4.024 -0.084 -3.539  C241 1.103
253 H 4.085 0.529 -1.889  C241 1.109
254 H 4.859 2.050 -4.444  C242 1.084
255 H 5.455 2.571 -2.881  C242 1.090
256 H 3.069 2.619 -2.006  C243 1.094
257 H 2.519 2.107 -3.599  C243 1.096
258 H 4.694 4.103 -4.780  C245 1.082
259 H 3.089 3.803 -5.531  C245 1.108
260 H 4.028 6.217 -6.176  C246 1.094
261 H 2.612 6.240 -5.152  C246 1.098
262 H 5.543 6.415 -4.216  C247 1.111
263 H 4.453 7.736 -4.370  C247 1.083
264 H 4.777 6.938 -1.984  C248 1.098
265 H 3.094 6.872 -2.483  C248 1.091
266 H 5.056 4.569 -2.368  C249 1.090
267 H 3.608 4.722 -1.388  C249 1.102
268 H 1.777 5.549 -3.354  C250 1.084
269 H 1.410 4.282 -2.160  C250 1.086
270 H 1.098 3.911 -3.883  C250 1.085
271 O 0.483 2.682 1.706  C272 1.368, H275 0.963
272 C -0.200 3.101 0.598  O271 1.368, O273 1.254, O274 1.215
273 O -1.451 3.012 0.601  C272 1.254
274 O 0.518 3.579 -0.257  C272 1.215
275 H 0.013 1.922 2.068  O271 0.963
276 C 5.121 -1.912 1.371  O277 1.434, O278 1.283, C279 1.501, H290 1.279
277 O 4.241 -2.420 0.360  C276 1.434, C283 1.379
278 O 5.092 -2.444 2.538  C276 1.283
279 C 6.495 -1.837 0.770  C276 1.501, F280 1.338, F281 1.362, F282 1.357
280 F 7.350 -1.264 1.625  C279 1.338
281 F 7.117 -3.023 0.524  C279 1.362
282 F 6.447 -1.150 -0.399  C279 1.357
283 C 4.374 -3.718 -0.086  O277 1.379, C284 1.503, H288 1.114, H289 1.078
284 C 3.069 -4.147 -0.695  C283 1.503, H285 1.087, H286 1.099, H287 1.105
285 H 2.210 -4.205 -0.031  C284 1.087
286 H 2.786 -3.411 -1.461  C284 1.099
287 H 3.142 -5.106 -1.239  C284 1.105
288 H 4.612 -4.377 0.781  C283 1.114
289 H 5.110 -3.955 -0.837  C283 1.078
290 H 4.678 -0.713 1.430  C276 1.279
291 C -2.183 -1.046 4.862  F292 1.347, F293 1.391, F294 1.348, S295 1.756
292 F -2.967 -1.627 3.933  C291 1.347
293 F -2.994 -0.164 5.569  C291 1.391
294 F -1.822 -2.012 5.730  C291 1.348
295 S -0.767 -0.203 4.255  C291 1.756, O296 1.460, O297 1.423, O298 1.415
296 O -0.012 -1.258 3.587  S295 1.460
297 O -1.265 0.803 3.382  S295 1.423
298 O -0.200 0.223 5.479  S295 1.415
299 C -2.183 -5.625 2.870  F300 1.352, F301 1.323, F302 1.368, S303 1.830
300 F -1.091 -6.097 3.513  C299 1.352
301 F -3.238 -6.251 3.366  C299 1.323
302 F -2.204 -4.285 3.143  C299 1.368
303 S -2.003 -5.901 1.070  C299 1.830, O304 1.425, O305 1.440, O306 1.408
304 O -2.281 -7.299 1.039  S303 1.425
305 O -3.118 -5.135 0.575  S303 1.440
306 O -0.757 -5.355 0.710  S303 1.408
307 C -6.187 0.491 -4.535  F308 1.423, F309 1.322, F310 1.312, S311 1.839
308 F -5.575 0.795 -3.287  C307 1.423
309 F -7.498 0.561 -4.382  C307 1.322
310 F -5.821 1.465 -5.333  C307 1.312
311 S -5.622 -1.137 -5.176  C307 1.839, O312 1.408, O313 1.466, O314 1.393
312 O -6.526 -1.321 -6.241  S311 1.408
313 O -4.219 -0.863 -5.503  S311 1.466
314 O -5.766 -1.963 -4.064  S311 1.393
315 C 1.189 -0.083 -5.358  F316 1.359, F317 1.334, F318 1.350, S319 1.857
316 F 1.184 0.024 -4.004  C315 1.359
317 F 1.951 -1.129 -5.685  C315 1.334
318 F -0.091 -0.304 -5.724  C315 1.350
319 S 1.940 1.402 -6.182  C315 1.857, O320 1.402, O321 1.434, O322 1.459
320 O 3.290 1.327 -5.808  S319 1.402
321 O 1.601 1.242 -7.566  S319 1.434
322 O 1.234 2.468 -5.480  S319 1.459

Results
* charge: +3
* total energy: -8403.26968 hartree
* multiplicity: 1
* LUMO: -0.1715 Ha
* HOMO: -11.74 eV